[1]
16
Properties=species:S:1:pos:R:3 method="wB97M-V/def2-TZVPD" relative_energy_kj_mol=167.8 gap_ev=9.482 smiles="CP(C)C.O=C=O" max_force_ev_per_a=5.77
C -0.8649 -1.0541 -1.3530
P 0.0911 0.2423 -0.3573
C -0.0608 -0.4492 1.3996
C -1.3246 1.4381 -0.1381
H -1.9350 -1.0311 -1.1269
H -0.2276 -1.8622 -1.4115
H -0.7420 -0.6722 -2.4000
H -1.0377 -0.7677 1.4885
H 0.4555 0.2097 1.9690
H 0.5830 -1.2550 1.3770
H -1.7787 1.7576 -1.0474
H -0.8337 2.3142 0.2574
H -1.9601 1.1144 0.7526
O 3.5794 1.0911 0.3662
C 3.2116 -0.0207 0.2310
O 2.8445 -1.0551 -0.0071

[2]
16
Properties=species:S:1:pos:R:3 method="wB97M-V/def2-TZVPD" relative_energy_kj_mol=198.7 gap_ev=9.644 smiles="NCNCC(N)=O" max_force_ev_per_a=4.37
N 0.9666 -0.1714 -2.8878
C 1.5833 -0.0393 -1.5953
N 0.3266 -0.0410 -0.6320
C 0.1210 0.7669 0.5883
C -0.9264 0.1346 1.5042
N -0.7579 -1.2757 1.5927
O -1.8211 0.7441 2.0736
H 1.0428 0.6566 -3.5502
H 1.4797 -0.9699 -3.3483
H 2.1233 0.8738 -1.4390
H 2.2330 -0.9311 -1.5291
H -0.4115 0.1497 -1.2844
H -0.3584 1.7657 0.4446
H 1.1693 0.9039 1.2498
H -1.2470 -1.6261 2.3856
H 0.1234 -1.5327 0.9894

[3]
19
Properties=species:S:1:pos:R:3 method="wB97M-V/def2-TZVPD" relative_energy_kj_mol=156.3 gap_ev=9.699 smiles="O=CNCCS.O.O" max_force_ev_per_a=4.47
O -1.8454 1.7466 0.6488
C -1.2568 0.8329 0.0659
N -0.6574 -0.2256 0.7899
C 0.4330 -0.9937 0.1351
C 1.7362 -0.2506 0.3547
S 1.6308 1.6509 0.0736
H -1.0205 0.8020 -0.9694
H -1.0127 -0.4074 1.6787
H 0.3003 -1.1314 -0.9306
H 0.3373 -1.9460 0.5751
H 2.4345 -0.6459 -0.4901
H 2.1719 -0.2839 1.3470
H 0.7976 1.8907 1.2036
O 1.4134 -4.9637 0.8896
H 1.9364 -4.7723 0.0769
H 1.3457 -5.9357 0.9095
O -2.9265 5.2825 -1.9675
H -2.7899 4.4151 -1.5278
H -3.0276 4.9357 -2.8631

[4]
46
Properties=species:S:1:pos:R:3 method="wB97M-V/def2-TZVPD" relative_energy_kj_mol=226.5 gap_ev=8.929 smiles="O=C(Nc1cccnc1)c1ccc(S(=O)(=O)N2CCCCCC2)cc1" max_force_ev_per_a=1.15
O 3.3881 1.9913 1.1960
C 3.1674 1.5284 0.0982
N 4.1000 1.3923 -0.8899
C 5.4577 1.7104 -0.8500
C 6.1125 2.1848 0.2847
C 7.4676 2.4551 0.1973
C 8.1199 2.2451 -1.0079
N 7.5034 1.7938 -2.0882
C 6.2154 1.5354 -2.0117
C 1.8021 1.0597 -0.3013
C 1.5991 -0.0484 -1.1201
C 0.3101 -0.4519 -1.4260
C -0.7628 0.2538 -0.9169
S -2.4407 -0.2253 -1.3389
O -3.0880 0.8915 -1.9591
O -2.3944 -1.4634 -2.0690
N -3.1064 -0.4153 0.1872
C -4.5509 -0.2182 0.1662
C -5.2611 -0.6228 1.4544
C -5.6265 -2.1065 1.4964
C -4.4399 -3.0367 1.7325
C -3.3097 -2.8748 0.7181
C -2.5513 -1.5560 0.8851
C -0.5787 1.3508 -0.0967
C 0.7072 1.7469 0.2202
H 3.7739 1.0601 -1.7874
H 5.5687 2.3364 1.2023
H 8.0054 2.8239 1.0565
H 9.1767 2.4429 -1.1219
H 5.7540 1.1680 -2.9214
H 2.4359 -0.6209 -1.4941
H 0.1159 -1.3090 -2.0520
H -4.9952 -0.7622 -0.6779
H -4.6897 0.8485 -0.0270
H -6.1848 -0.0431 1.5106
H -4.6498 -0.3544 2.3162
H -6.1123 -2.3736 0.5551
H -6.3524 -2.2672 2.2973
H -4.7993 -4.0677 1.6986
H -4.0384 -2.8627 2.7345
H -3.6869 -2.9399 -0.3029
H -2.5995 -3.6920 0.8598
H -2.4708 -1.3042 1.9486
H -1.5362 -1.6637 0.4942
H -1.4437 1.8717 0.2799
H 0.8884 2.5892 0.8705

[5]
25
Properties=species:S:1:pos:R:3 method="wB97M-V/def2-TZVPD" charge=-1 relative_energy_kj_mol=0.0 gap_ev=7.905 smiles="CC1=C(C)[P@](=O)([O-])[C@@H](C)[C@@H]1C" max_force_ev_per_a=4.91
C 1.6935 -1.2564 -0.0144
C 0.3335 -0.5934 0.0063
C -0.8154 -1.2296 0.2122
C -1.1451 -2.6254 0.4518
P -2.1971 -0.0837 -0.2623
O -3.4414 -0.0638 0.4948
O -2.3641 -0.1406 -1.8216
C -1.1047 1.4434 0.1805
C -1.2495 1.9025 1.5354
C 0.2451 0.9211 -0.2721
C 0.5354 1.2492 -1.7373
H 1.6852 -2.2905 0.1573
H 2.2357 -0.7006 0.7275
H 2.2541 -1.2312 -0.9984
H -0.2124 -3.1667 0.8418
H -1.6376 -3.1219 -0.4103
H -1.8902 -2.6740 1.1431
H -1.2511 2.3447 -0.4059
H -1.9119 2.7992 1.4548
H -0.3450 2.3477 1.9360
H -1.7738 1.4403 2.2903
H 1.0940 1.2555 0.3027
H -0.3208 1.0549 -2.2801
H 1.3803 0.6082 -2.0401
H 0.7380 2.3598 -1.6260

[6]
17
Properties=species:S:1:pos:R:3 method="wB97M-V/def2-TZVPD" charge=-2 relative_energy_kj_mol=142.3 gap_ev=5.128 max_force_ev_per_a=3.63
C 1.2964 1.2823 -0.0257
C 0.2822 1.0124 0.8533
C 1.4432 -1.0286 -0.8527
C 1.9290 0.2289 -0.7196
C 0.0371 -1.2597 -0.6871
C -0.5356 -0.1341 0.8160
O -2.8598 1.0621 1.4385
O -2.1719 1.0444 -1.0351
O -2.9863 -1.1170 0.0819
P -2.4158 0.2682 0.2342
Cl 3.6277 0.4928 -1.1242
Cl -0.6664 -0.9842 2.3144
H 1.7560 2.2657 -0.0478
H 0.0554 1.7451 1.6184
H 2.1177 -1.8628 -1.0240
H -0.6380 -0.7369 -1.3518
H -0.2708 -2.2787 -0.4885

[7]
16
Properties=species:S:1:pos:R:3 method="wB97M-V/def2-TZVPD" relative_energy_kj_mol=271.6 gap_ev=9.062 smiles="C=CC(C=C)C(O)=S" max_force_ev_per_a=4.20
C -1.3756 -1.7652 -0.4881
C -0.4278 -1.5731 0.5138
C 0.2793 -0.1978 0.7494
C -0.6785 0.8659 0.1248
C -0.4340 1.7450 -0.8099
C 1.6655 0.0004 0.2185
O 2.1350 1.2607 0.3061
S 2.4969 -1.1842 -0.5030
H -1.6820 -0.8922 -1.1189
H -1.7491 -2.8982 -0.5948
H -0.0208 -2.3846 1.0618
H 0.5540 0.0493 1.8564
H -1.7313 0.9017 0.5654
H 0.6813 1.8392 -1.2793
H -1.1654 2.4462 -1.2281
H 1.4526 1.7868 0.6258

[8]
15
Properties=species:S:1:pos:R:3 method="wB97M-V/def2-TZVPD" relative_energy_kj_mol=27.5 gap_ev=10.820 smiles=C[SiH2]C1CC1 max_force_ev_per_a=2.64
C -2.0050 -0.7550 0.2900
Si -1.1164 0.7832 -0.3144
C 0.7716 0.8325 0.1226
C 1.6078 -0.5857 0.4311
C 1.8192 0.2403 -0.7996
H -2.4391 -1.6319 -0.2268
H -1.3793 -1.1728 1.1554
H -2.8118 -0.3723 0.8780
H -1.4251 0.8952 -1.8210
H -1.7260 1.9553 0.4983
H 1.1098 1.5674 0.8252
H 1.0088 -1.4441 0.2966
H 2.2763 -0.6511 1.2949
H 2.7994 0.6927 -1.0361
H 1.5099 -0.3537 -1.5941

[9]
61
Properties=species:S:1:pos:R:3 method="wB97M-V/def2-TZVPD" spin_multiplicity=6 charge=+4 relative_energy_kj_mol=275.8 gap_ev="5.562 / 5.085" max_force_ev_per_a=6.50
Ir 0.4213 -0.0506 -1.0305
P -0.4511 1.7196 0.2607
P -1.8905 -0.9152 -0.9354
P 2.5792 0.8289 -0.7814
H 1.5223 0.1126 -4.2162
C 1.3826 -0.8384 -3.6791
C 2.2193 -1.8868 -4.3443
H 2.4423 -1.6211 -5.3947
C -0.7903 3.2066 -0.7604
C -2.0274 1.6733 1.2305
C 0.5700 2.3920 1.6373
C -2.0039 -2.5726 -1.7209
C -2.7414 -1.3040 0.6407
C -3.0000 0.1722 -1.9026
C 3.9269 0.0295 -1.7396
C 3.2918 0.6693 0.9008
C 2.6230 2.5948 -1.2794
H 1.6864 -0.7151 -2.6213
H 3.1693 -2.1503 -3.8577
H -1.1888 3.9846 -0.0923
H -1.5389 2.9698 -1.5265
H 0.1252 3.5694 -1.2387
H -2.1082 2.6216 1.7848
H -1.9955 0.8546 1.9610
H -2.9138 1.5707 0.5949
H -0.0494 3.0922 2.2159
H 1.4546 2.9286 1.2832
H 0.8673 1.5746 2.3048
H -2.7123 -3.1979 -1.1662
H -1.0265 -3.0691 -1.6886
H -2.3159 -2.4939 -2.7680
H -3.4492 -0.5190 0.9247
H -2.0018 -1.4470 1.4386
H -3.2954 -2.2413 0.5081
H -3.9440 -0.3627 -2.0732
H -2.5431 0.3913 -2.8759
H -3.2010 1.1185 -1.3871
H 4.8503 0.0932 -1.1489
H 4.0889 0.5099 -2.7128
H 3.7089 -1.0303 -1.9070
H 4.3763 0.8080 0.8119
H 3.0971 -0.3352 1.3006
H 2.8930 1.4090 1.5991
H 3.6431 2.7966 -1.6322
H 2.3887 3.2804 -0.4540
H 1.9244 2.7801 -2.1065
C -0.2731 -2.6068 -4.4960
C -0.0746 -1.2903 -3.8087
C -0.8457 -0.2279 -4.4688
C -1.9410 -0.5008 -5.2497
C -2.3458 -1.8210 -5.4700
C -1.4884 -2.8762 -5.1158
S 1.2179 -3.5546 -4.5066
H 1.1685 -3.9858 -5.7351
H -0.3293 -1.4351 -2.7114
H -0.4518 0.7840 -4.3904
H -2.4825 0.3233 -5.7207
H -3.2665 -2.0165 -6.0260
H -1.7769 -3.8935 -5.3803
O 0.8640 -1.9034 1.3108
C 0.6972 -1.2025 0.3942